180
Properties=species:S:1:pos:R:3:forces:R:3:lowdin_charge:R:1 method="wB97M-V/def2-TZVPD" fmax_ev_per_a=4.39 smiles="CCOS(C)(=O)=O.CCOS(C)(=O)=O.CCOS(C)(=O)=O.CCOS(C)(=O)=O.CCOS(C)(=O)=O.CCOS(C)(=O)=O.CCOS(C)(=O)=O.CCOS(C)(=O)=O.CCOS(C)(=O)=O.CCOS(C)(=O)=O.CCOS(C)(=O)=O.CCOS(C)(=O)=O" homo_energy_ev=-10.6 homo_lumo_gap_ev=10.57 charge=0 de_lowest_ev=12.2463 e_tot_ha=-8915.6275
C -13.547930 22.158950 17.014310 -0.42 0.20 -1.02 -0.07
C -14.587910 20.998640 17.146560 0.88 0.13 1.36 -0.24
O -14.094620 19.673660 16.716610 -0.67 -0.90 0.61 -0.29
S -14.547980 18.295690 17.633080 2.70 0.81 0.88 0.72
C -16.348360 18.215720 17.311960 0.54 0.00 1.19 -0.10
O -13.842090 17.127130 17.073710 -1.81 2.71 0.60 -0.30
O -14.239240 18.637890 19.048410 -1.32 -0.66 -2.94 -0.33
H -12.502790 21.918220 17.208800 -0.23 -0.39 -0.01 0.08
H -13.779240 23.051870 17.595080 -0.42 -0.54 1.02 0.07
H -13.624060 22.684130 16.062210 0.32 -0.77 -0.69 0.06
H -14.791500 20.929110 18.215120 -0.14 -0.20 0.05 0.10
H -15.525520 21.261220 16.656630 0.13 -0.24 -0.35 0.11
H -16.679490 18.905450 16.535610 0.37 -0.46 -0.23 0.07
H -16.804480 18.533110 18.249680 0.08 0.10 0.04 0.06
H -16.587950 17.158110 17.201640 0.03 0.19 -0.52 0.07
C -16.065150 13.993340 0.798620 0.39 0.74 0.07 -0.07
C -15.893490 12.507610 0.519850 0.79 0.72 -0.83 -0.29
O -16.687310 11.714070 1.337520 -1.07 -0.84 3.32 -0.26
S -16.298710 11.503270 2.920040 2.25 -1.55 1.47 0.64
C -15.551650 9.842950 2.882540 0.35 1.12 -1.20 -0.11
O -15.245660 12.381520 3.465230 -1.97 -0.70 -1.82 -0.31
O -17.495960 11.294080 3.659140 -0.85 0.92 -0.32 -0.28
H -17.072890 14.369520 0.622410 -0.11 -0.37 -0.06 0.08
H -15.403180 14.635980 0.218180 0.08 -0.36 -0.54 0.08
H -15.783380 14.297210 1.806770 -0.16 -0.56 0.25 0.07
H -16.267290 12.197000 -0.455800 0.29 0.46 -0.27 0.13
H -14.876800 12.128610 0.623850 0.33 0.52 -0.20 0.12
H -14.660390 10.004670 2.276240 0.09 -0.40 -0.14 0.06
H -16.244840 9.172260 2.374850 0.10 0.00 0.24 0.07
H -15.220180 9.508990 3.865750 -0.48 0.31 0.03 0.07
C -4.051250 7.430300 13.071370 -0.53 -1.24 -0.91 -0.06
C -3.943610 5.980720 13.557790 0.21 0.22 0.58 -0.27
O -3.460920 5.159650 12.484520 1.83 -1.67 -0.86 -0.29
S -2.869790 3.602900 12.653250 1.26 -1.17 0.62 0.70
C -4.458950 2.683680 12.631040 1.03 0.78 -0.51 -0.11
O -2.227120 3.091870 11.429950 -1.29 2.03 1.59 -0.32
O -2.041740 3.453970 13.873080 -2.32 0.86 -1.98 -0.32
H -3.263720 7.630280 12.344810 0.31 0.02 0.33 0.08
H -3.977840 8.095920 13.931400 -0.36 0.12 -0.32 0.08
H -4.965440 7.476420 12.479570 -0.20 0.73 0.33 0.08
H -3.293400 6.077680 14.427230 0.35 -1.07 -0.07 0.11
H -4.882250 5.496220 13.826670 -0.22 0.59 0.42 0.11
H -5.146240 2.906090 13.447290 0.34 -0.25 0.05 0.07
H -4.140580 1.654700 12.463890 -0.24 -0.03 0.58 0.07
H -4.864610 3.021720 11.677490 -0.21 0.06 0.11 0.06
C -6.430840 22.063010 17.300120 -0.05 1.63 0.92 -0.10
C -5.659890 20.812130 17.071870 -0.18 0.05 -2.27 -0.26
O -6.057390 19.691420 17.934730 -0.20 0.50 -0.73 -0.24
S -7.585710 19.189630 17.751360 -2.04 -0.82 1.00 0.62
C -8.393840 19.838570 19.297900 1.47 0.85 -1.05 -0.09
O -8.206470 19.775660 16.585670 0.84 0.01 0.70 -0.29
O -7.651310 17.757930 17.895880 0.87 0.82 -0.19 -0.29
H -7.506160 21.935680 17.424880 0.23 -0.17 0.35 0.06
H -6.385780 22.827620 16.524600 0.39 -0.55 -0.72 0.09
H -5.945660 22.615190 18.104980 -0.59 -0.08 0.68 0.08
H -5.758040 20.576830 16.012110 -0.74 -0.90 0.05 0.11
H -4.592830 21.027400 17.015760 0.20 -0.58 1.49 0.13
H -7.957970 19.307150 20.143900 -0.37 -0.20 -0.18 0.07
H -9.481070 19.895080 19.244570 0.18 -0.67 -0.22 0.07
H -8.037810 20.867550 19.348250 -0.02 0.09 0.14 0.04
C -8.489640 2.798210 18.854090 0.52 -0.76 1.14 -0.08
C -8.333850 2.696460 17.358370 -0.91 -0.53 1.15 -0.30
O -8.657100 3.935810 16.804700 -1.00 2.27 -1.78 -0.30
S -10.155410 4.252420 16.134560 1.13 -0.41 1.61 0.68
C -10.200820 6.061850 16.583690 0.95 -1.47 -0.39 -0.08
O -10.037850 4.001460 14.717980 -0.45 0.47 1.14 -0.29
O -11.120730 3.559280 16.973230 0.66 0.55 -1.25 -0.31
H -9.480380 2.856350 19.304830 -0.20 -0.06 -0.61 0.08
H -7.914370 3.613840 19.292180 0.08 0.28 -0.41 0.08
H -7.998710 1.913880 19.260330 -0.15 -0.26 0.25 0.07
H -7.283060 2.455690 17.197160 -0.08 0.23 -0.66 0.12
H -8.985080 1.939650 16.921060 0.20 -0.30 0.11 0.12
H -10.684120 6.118960 17.559010 -0.42 0.06 -0.45 0.07
H -10.597220 6.621890 15.736740 -0.29 -0.08 0.37 0.07
H -9.155280 6.322400 16.748220 -0.02 0.03 -0.26 0.06
C -7.134640 -2.045550 9.242730 0.69 -1.21 -1.41 -0.08
C -8.552640 -1.490090 9.018860 3.00 -1.05 0.83 -0.26
O -8.368660 -0.182100 9.477350 -1.11 3.72 0.07 -0.29
S -8.319020 1.041940 8.395980 -1.29 0.54 1.00 0.65
C -10.027150 1.020990 7.709580 1.18 0.03 0.25 -0.10
O -8.257640 2.301270 9.148520 0.40 -2.50 -1.14 -0.30
O -7.356040 0.689880 7.384920 -0.47 0.37 0.50 -0.28
H -6.318810 -1.424830 8.872290 -0.40 0.58 0.07 0.07
H -6.973820 -2.936790 8.636150 -0.21 -0.55 0.31 0.07
H -6.931680 -2.269720 10.289940 -0.22 0.04 -0.06 0.08
H -8.875860 -1.514550 7.978180 -0.31 -0.39 0.29 0.11
H -9.072210 -2.034800 9.807170 -1.24 0.28 -0.74 0.13
H -10.268720 0.126890 7.134840 0.25 0.02 0.14 0.06
H -10.003270 1.888860 7.050550 -0.29 -0.01 0.09 0.07
H -10.692760 1.145640 8.563700 0.06 0.12 -0.18 0.07
C -15.906200 13.001620 9.125720 0.73 0.13 -0.06 -0.05
C -16.332840 14.477520 9.225440 1.02 -0.94 -1.35 -0.31
O -17.414150 14.470310 10.098700 -1.33 1.03 3.44 -0.28
S -17.356400 15.541840 11.349730 -0.14 1.02 0.89 0.72
C -17.881250 17.028830 10.317240 0.26 -1.10 0.53 -0.09
O -18.475540 15.250210 12.269650 2.42 0.21 -2.06 -0.32
O -15.971680 15.680730 11.895470 -3.30 -0.47 -1.61 -0.33
H -14.937190 12.832950 8.655960 0.04 0.45 -0.31 0.07
H -16.593090 12.316720 8.628530 -0.33 0.37 0.13 0.08
H -15.738850 12.671520 10.150970 -0.27 -0.10 0.07 0.08
H -15.498210 15.080310 9.583420 -0.03 -0.01 0.15 0.11
H -16.747030 14.952790 8.336250 0.51 -0.35 -0.53 0.12
H -17.882120 17.946680 10.905160 0.16 -0.24 0.00 0.07
H -18.882270 16.778120 9.966240 -0.05 -0.04 0.36 0.06
H -17.265710 17.090880 9.419820 0.37 0.08 0.35 0.06
C -9.790680 6.250440 3.247120 1.85 -0.43 -0.70 -0.06
C -10.095780 6.691830 1.812580 0.52 0.14 2.22 -0.28
O -10.941200 5.692340 1.254400 -1.75 0.71 0.96 -0.28
S -11.679180 6.158950 -0.068910 -0.10 1.46 -1.91 0.66
C -10.214340 5.701820 -1.074780 -1.70 0.88 -0.72 -0.09
O -12.788770 5.273730 -0.340890 1.04 0.71 0.68 -0.28
O -11.919440 7.642140 -0.168260 0.84 -3.84 0.77 -0.33
H -9.191600 7.002810 3.760090 -0.92 0.74 0.29 0.08
H -8.955160 5.552250 3.196890 -0.54 -1.07 0.01 0.07
H -10.653600 5.853510 3.781840 0.22 0.28 0.02 0.09
H -10.567720 7.664390 1.952290 -0.23 -0.08 -1.03 0.12
H -9.177050 6.714270 1.226480 -0.03 0.46 -0.02 0.12
H -10.051830 6.685450 -1.515430 0.83 -0.37 -0.41 0.06
H -10.602600 4.989210 -1.802480 0.27 0.12 -0.11 0.07
H -9.394460 5.277990 -0.494900 -0.30 0.30 -0.03 0.07
C -10.206960 15.057700 7.792500 0.93 -1.43 -0.55 -0.07
C -10.148370 16.472540 8.251560 0.69 0.57 -0.52 -0.30
O -11.314820 16.817280 8.975150 -0.59 1.37 0.28 -0.28
S -11.581800 18.387870 9.385510 -1.01 0.24 1.01 0.70
C -11.307360 18.245420 11.182530 0.21 -0.56 -0.98 -0.10
O -10.541420 19.303480 8.865780 -2.37 -1.99 0.21 -0.31
O -13.048300 18.485490 9.216890 3.02 0.57 -0.36 -0.32
H -10.660280 14.772070 6.843270 -0.73 0.64 0.16 0.08
H -10.504600 14.338430 8.555490 -0.29 0.28 0.16 0.08
H -9.171260 14.781080 7.595250 0.30 -0.01 0.07 0.08
H -9.247670 16.560920 8.859040 -0.12 0.23 0.42 0.12
H -10.029270 17.189670 7.439370 0.04 -0.18 -0.19 0.12
H -10.740890 19.075770 11.604130 -0.33 0.06 -0.27 0.07
H -10.696320 17.342970 11.199950 0.00 0.05 0.52 0.06
H -12.283040 18.060820 11.632060 0.23 0.14 0.05 0.07
C -3.971280 6.943150 6.857980 0.66 -1.13 -0.14 -0.05
C -3.980690 5.499710 6.208760 -2.02 2.51 1.26 -0.30
O -3.126020 5.521990 5.123120 1.46 -1.02 -2.26 -0.26
S -3.211960 4.270260 4.060910 -1.95 -1.02 1.77 0.69
C -2.560270 2.860990 5.096950 -0.40 0.42 -0.74 -0.10
O -4.665810 4.010280 3.810580 3.73 0.72 0.14 -0.33
O -2.218960 4.535670 3.056670 -1.17 0.03 0.43 -0.28
H -2.950080 7.242250 7.094160 -0.02 0.00 0.16 0.07
H -4.574460 6.931290 7.765800 0.09 -0.08 0.04 0.07
H -4.389420 7.700300 6.194660 -0.01 -0.27 -0.21 0.07
H -3.748740 4.707610 6.920710 -0.01 0.08 0.00 0.11
H -5.007470 5.475570 5.843740 -0.09 -0.96 0.07 0.11
H -1.483800 2.959650 5.236800 -0.14 0.25 -0.23 0.07
H -2.786820 1.972210 4.508010 0.09 0.07 -0.07 0.06
H -3.041690 2.736130 6.066880 -0.24 0.41 -0.20 0.06
C -2.560930 14.080700 8.823490 0.61 0.50 -1.52 -0.09
C -3.241460 14.297360 10.156490 1.60 -1.07 -1.30 -0.28
O -2.538310 15.329160 10.855910 -0.87 0.99 0.56 -0.25
S -3.435330 16.082340 11.965460 2.44 1.31 2.17 0.62
C -3.445960 14.840810 13.325530 0.07 1.30 -1.18 -0.09
O -2.659960 17.234770 12.456740 -1.25 -2.23 -1.24 -0.31
O -4.747640 16.283940 11.464340 -0.66 -0.08 -0.35 -0.28
H -2.648000 14.978690 8.211840 -0.88 0.05 -0.20 0.08
H -2.998340 13.219040 8.319200 -0.37 0.19 -0.08 0.08
H -1.493020 13.957170 8.643470 0.37 -0.45 1.45 0.08
H -4.258040 14.532910 9.841550 -0.11 0.14 1.03 0.12
H -3.097540 13.378200 10.724420 -0.71 -0.02 0.24 0.11
H -2.523890 15.040590 13.871400 -0.14 -0.25 -0.02 0.07
H -3.475710 13.857070 12.857040 -0.20 0.05 0.38 0.05
H -4.327260 15.121920 13.902060 0.08 -0.41 0.06 0.07
C -11.290990 8.746050 9.875140 1.36 0.49 2.08 -0.03
C -10.087440 9.633320 10.502820 -0.48 -1.09 -4.23 -0.31
O -10.522460 10.638690 11.327940 0.20 2.05 3.76 -0.28
S -9.320690 11.316910 12.343700 -0.21 0.18 -2.60 0.68
C -10.391740 12.560400 13.274320 0.70 -2.11 -0.65 -0.06
O -8.848920 10.289200 13.197480 -0.25 -0.65 1.19 -0.29
O -8.280120 11.876850 11.481010 -1.94 0.20 1.01 -0.31
H -12.145020 8.895440 10.535760 -0.25 -0.04 -0.31 0.07
H -10.951740 7.721020 10.024500 -0.31 -0.13 -0.31 0.06
H -11.522810 8.923980 8.825040 0.12 0.28 0.27 0.06
H -9.294220 8.962490 10.832820 -0.13 0.32 0.70 0.12
H -9.737170 10.200720 9.640580 0.80 -0.46 -0.30 0.10
H -10.925070 11.979190 14.026550 0.12 -0.24 -0.12 0.06
H -11.136570 12.919840 12.564290 0.55 0.68 0.10 0.07
H -9.666760 13.174850 13.808140 -0.29 0.53 -0.58 0.07